# C5H10O

C5H10O in the gas phase (the ωB97M-V functional and the def2-TZVPD basis, the OMol25 dataset).

```
16
C5H10O, DFT the ωB97M-V functional and the def2-TZVPD basis
O 0.696 1.051 0.324
C 1.289 -0.099 0.433
C -1.208 -0.357 1.483
C -1.362 0.650 -0.855
C -0.558 -0.188 0.136
C 2.384 -0.275 -0.608
H 2.011 -0.925 -1.412
H -1.293 0.618 1.971
H -1.651 1.609 -0.419
H -2.267 0.090 -1.118
H 3.251 -0.782 -0.171
H 2.677 0.690 -1.043
H -0.626 -1.023 2.119
H -2.219 -0.761 1.344
H -0.350 -1.148 -0.356
H -0.793 0.838 -1.769
```

**Total charge**: 0
**Orbital gap**: 8.2 eV
**ΔE to the lowest compared entry with this formula, charge and spin**: 109.9 kcal per mole
**E_tot**: -7390.0011 eV
**M**: 86.13 g mol⁻¹

For reference, the natural (NBO) charges in units of e are:
1 O -0.54
2 C 0.30
3 C -0.64
4 C -0.64
5 C 0.04
6 C -0.75
7 H 0.23
8 H 0.23
9 H 0.22
10 H 0.21
11 H 0.23
12 H 0.21
13 H 0.24
14 H 0.22
15 H 0.23
16 H 0.23

# C24H60N4NaO12P

A molecular structure, C24H60N4NaO12P in a non-equilibrium geometry (the ωB97M-V functional and the def2-TZVPD basis, the OMol25 dataset).

```
102
C24H60N4NaO12P, DFT the ωB97M-V functional and the def2-TZVPD basis
P -6.330 8.964 5.397
Na -5.587 6.344 5.321
O -6.901 4.613 9.697
O -9.789 8.771 9.924
O -4.896 9.255 4.846
O -3.498 5.477 6.520
O -4.008 7.685 0.568
O -6.606 3.853 5.729
O -7.141 7.922 4.528
O -3.595 2.510 3.533
O -6.026 8.207 6.721
O -8.381 4.525 -0.033
O -7.151 10.231 5.662
O 1.662 1.957 4.750
N -3.542 7.155 4.199
N -0.793 1.121 3.450
N -7.439 5.542 3.388
N -6.250 7.723 9.705
C -6.793 3.227 9.677
C -4.102 3.671 2.913
C -5.118 7.697 -0.305
C -8.366 8.911 9.968
C -3.116 1.541 2.633
C -2.150 0.623 3.360
C -5.848 5.263 8.987
C 0.098 0.212 4.117
C -2.835 4.248 6.693
C -6.631 2.473 5.578
C 2.926 2.545 4.541
C -7.884 5.764 2.031
C -10.321 8.408 11.166
C -5.458 6.528 9.824
C -2.680 6.630 6.416
C -8.036 3.436 -0.834
C -4.372 7.618 1.943
C -3.171 7.327 2.794
C -7.503 4.632 1.087
C -7.666 7.546 9.972
C 1.533 0.708 4.105
C -8.247 4.567 4.077
C -2.333 6.940 4.956
C -7.877 4.497 5.549
H -5.174 6.885 2.128
H -6.851 2.815 8.658
H -0.813 2.052 3.852
H -8.052 9.468 9.082
H -3.649 3.526 6.641
H -4.650 7.605 -1.286
H -10.039 9.120 11.954
H -9.317 4.835 3.980
H -8.748 3.369 -1.658
H -8.948 6.049 1.988
H -3.216 7.501 6.806
H -7.562 2.745 10.285
H -3.947 0.927 2.262
H -8.118 6.921 9.190
H -4.024 8.067 4.497
H -2.512 8.212 2.749
H -6.165 8.084 8.721
H -2.543 6.526 2.386
H 1.997 0.654 3.118
H -4.923 4.676 8.963
H -6.196 5.468 7.957
H -7.477 3.677 1.624
H -2.627 2.002 1.769
H 2.853 3.341 3.793
H -3.318 4.250 2.411
H -5.719 8.601 -0.164
H -4.845 8.568 2.224
H -7.827 5.480 6.026
H -1.658 6.173 4.554
H -7.420 6.667 1.624
H -8.080 9.509 10.841
H -4.614 4.368 3.570
H -6.926 2.160 4.565
H -8.241 3.564 3.635
H -8.001 2.501 -0.260
H -1.694 7.843 4.995
H 0.137 -0.722 3.541
H 3.718 1.885 4.174
H -11.402 8.293 11.124
H -2.569 0.171 4.269
H -6.510 4.875 0.690
H -9.887 7.453 11.493
H -5.608 2.099 5.671
H -7.878 7.056 10.929
H -7.390 6.483 3.839
H -7.048 3.569 -1.304
H -2.300 4.208 7.648
H -5.753 6.818 -0.128
H -0.232 -0.114 5.115
H -8.651 4.005 6.154
H -7.265 1.923 6.287
H 2.065 -0.062 4.691
H -5.832 2.866 10.079
H -4.852 3.395 2.158
H -4.432 6.800 9.554
H -2.113 -0.207 2.630
H -1.785 6.554 7.048
H -2.113 4.021 5.899
H -5.403 6.173 10.863
H 3.267 2.961 5.490
```

**Total charge**: -2
**Orbital gap**: 3.4 eV
**E_tot**: -70095.5287 eV
**M**: 650.72 g mol⁻¹

Results of the Löwdin charge analysis, in e, for atoms 1 through 99:
1 P -0.05
2 Na 0.23
3 O -0.20
4 O -0.18
5 O -0.43
6 O -0.21
7 O -0.20
8 O -0.20
9 O -0.45
10 O -0.19
11 O -0.45
12 O -0.18
13 O -0.48
14 O -0.17
15 N -0.08
16 N -0.06
17 N -0.05
18 N -0.06
19 C -0.15
20 C -0.08
21 C -0.12
22 C -0.19
23 C -0.24
24 C -0.23
25 C -0.18
26 C -0.24
27 C -0.10
28 C -0.14
29 C -0.12
30 C -0.21
31 C -0.16
32 C -0.21
33 C -0.20
34 C -0.15
35 C -0.21
36 C -0.22
37 C -0.22
38 C -0.23
39 C -0.25
40 C -0.21
41 C -0.23
42 C -0.17
43 H 0.11
44 H 0.07
45 H 0.12
46 H 0.13
47 H 0.08
48 H 0.08
49 H 0.08
50 H 0.12
51 H 0.08
52 H 0.12
53 H 0.13
54 H 0.08
55 H 0.12
56 H 0.12
57 H 0.03
58 H 0.12
59 H 0.08
60 H 0.10
61 H 0.12
62 H 0.10
63 H 0.12
64 H 0.10
65 H 0.13
66 H 0.09
67 H 0.09
68 H 0.09
69 H 0.13
70 H 0.13
71 H 0.10
72 H 0.11
73 H 0.11
74 H 0.08
75 H 0.08
76 H 0.09
77 H 0.08
78 H 0.12
79 H 0.12
80 H 0.08
81 H 0.08
82 H 0.12
83 H 0.10
84 H 0.07
85 H 0.08
86 H 0.10
87 H 0.03
88 H 0.08
89 H 0.08
90 H 0.06
91 H 0.12
92 H 0.12
93 H 0.08
94 H 0.12
95 H 0.08
96 H 0.08
97 H 0.11
98 H 0.11
99 H 0.12

- Among the records above, which one has the highest orbital gap?
  C5H10O

- Which of these has the lowest total charge?
  C24H60N4NaO12P